The following is a quantum chemistry calculation of 14 unconnected molecules or ions with the total composition C42H112O14 at a distorted geometry, from the OMol25 dataset.

Last column: Löwdin charge in e.
CARTESIAN COORDINATES (ANGSTROEM)
C -5.0614 -11.5211 -7.8082  -0.0375
C -5.0568 -10.0786 -7.3363  -0.4556
C -5.9164 -9.9125 -6.0984  -0.0454
O -3.6971 -9.7058 -7.0307  -0.0764
H -5.9212 -11.8004 -8.4102  0.0648
H -4.9039 -12.1701 -6.9414  0.0857
H -4.1572 -11.6942 -8.4020  0.0798
H -5.3803 -9.3871 -8.1125  0.1059
H -6.9682 -10.0781 -6.3600  0.0727
H -5.8836 -8.8954 -5.7009  0.0876
H -5.6451 -10.6027 -5.2987  0.0845
H -3.3015 -10.3008 -6.3854  0.1066
C -0.5477 -10.2980 -14.3451  -0.0305
C 0.9501 -10.5245 -14.5783  -0.4775
C 1.3148 -11.9959 -14.6311  -0.0536
O 1.4515 -9.8381 -15.7348  -0.0524
H -0.7894 -9.3262 -14.7868  0.0726
H -0.7091 -10.1435 -13.2776  0.0615
H -1.1828 -11.0958 -14.7245  0.0656
H 1.4646 -10.1027 -13.7096  0.1144
H 2.3697 -12.1305 -14.8549  0.0786
H 0.6414 -12.5413 -15.2967  0.0833
H 1.1286 -12.4427 -13.6477  0.0666
H 1.0961 -10.2764 -16.5152  0.0868
C -4.3674 -2.3398 -12.5913  -0.0455
C -5.1712 -3.5603 -12.1864  -0.4744
C -5.9127 -3.2829 -10.8823  -0.0489
O -6.1102 -3.8983 -13.2158  -0.0687
H -3.7611 -1.9607 -11.7720  0.0789
H -5.0414 -1.5454 -12.9239  0.0862
H -3.6930 -2.5476 -13.4219  0.0755
H -4.5550 -4.4347 -11.9922  0.1175
H -6.5073 -2.3669 -10.9096  0.0870
H -5.1848 -3.2024 -10.0708  0.0833
H -6.5733 -4.1164 -10.6323  0.0665
H -6.7412 -3.1772 -13.3081  0.0956
C -2.9059 -14.0116 -11.3291  -0.0544
C -1.5860 -13.4116 -11.7712  -0.4811
C -0.4215 -14.2095 -11.2307  -0.0653
O -1.4892 -13.4921 -13.2090  -0.0740
H -3.0161 -13.9632 -10.2351  0.0745
H -2.9759 -15.0719 -11.5741  0.0852
H -3.7712 -13.4802 -11.7307  0.0580
H -1.4901 -12.3645 -11.4576  0.1302
H 0.5287 -13.7712 -11.5526  0.0673
H -0.4060 -15.2289 -11.6201  0.0852
H -0.4084 -14.2374 -10.1393  0.0784
H -2.0960 -12.8196 -13.5544  0.0349
C -8.1620 -8.9483 -9.1913  -0.0404
C -9.0963 -8.4491 -8.1224  -0.4550
C -9.4747 -6.9815 -8.2366  -0.0383
O -10.3556 -9.1720 -8.2155  -0.0594
H -8.4143 -8.7175 -10.2238  0.0608
H -8.1238 -10.0510 -9.2256  0.0632
H -7.1181 -8.7057 -8.9663  0.0674
H -8.7184 -8.6145 -7.1089  0.1225
H -10.4220 -6.7889 -7.7415  0.0837
H -9.5371 -6.6288 -9.2660  0.0542
H -8.6682 -6.4029 -7.7744  0.0864
H -10.1278 -10.0999 -8.0931  0.0785
C -2.0743 -5.0487 -15.8387  -0.0458
C -1.1176 -5.3025 -14.6918  -0.4550
C -1.6645 -6.3139 -13.6959  -0.0680
O 0.0950 -5.8110 -15.2945  -0.0498
H -2.2096 -5.9372 -16.4414  0.0712
H -1.7353 -4.1716 -16.3998  0.0837
H -3.0233 -4.6654 -15.4410  0.0765
H -0.8317 -4.4139 -14.1164  0.1299
H -1.7909 -7.3305 -14.0878  0.0657
H -2.5924 -5.9492 -13.2633  0.0744
H -0.9373 -6.5604 -12.9074  0.0546
H 0.5572 -6.3471 -14.6440  0.0674
C -2.4947 -8.9644 -11.4528  -0.0290
C -3.9196 -8.6478 -11.0708  -0.4255
C -4.1082 -7.4190 -10.1900  -0.0203
O -4.6399 -8.4337 -12.3109  -0.0958
H -2.5486 -9.6929 -12.2641  0.0675
H -1.8966 -9.3857 -10.6409  0.0809
H -1.9277 -8.1076 -11.8144  0.0566
H -4.3636 -9.5467 -10.6285  0.1109
H -4.1133 -6.4788 -10.7409  0.0713
H -3.3650 -7.3968 -9.3939  0.0642
H -5.0812 -7.4961 -9.6909  0.0712
H -5.3832 -7.8221 -12.1457  0.0537
C 1.0796 -8.4653 -9.3244  -0.0460
C 1.9387 -8.1735 -10.5218  -0.4795
C 2.9213 -9.2932 -10.8760  -0.0547
O 1.0710 -7.8518 -11.6388  -0.0757
H 0.4798 -9.3536 -9.5277  0.0827
H 0.4412 -7.6280 -9.0412  0.0549
H 1.7206 -8.6373 -8.4561  0.0875
H 2.5901 -7.2897 -10.4115  0.1296
H 3.5091 -9.0122 -11.7500  0.0794
H 2.3971 -10.2321 -11.0817  0.0796
H 3.5912 -9.4839 -10.0360  0.0805
H 1.6050 -7.6270 -12.4071  0.0793
C -8.9710 -5.4925 -11.9298  -0.0552
C -8.3052 -6.6984 -12.5666  -0.4696
C -8.6665 -6.8910 -14.0304  -0.0407
O -6.8860 -6.6362 -12.3966  -0.0705
H -10.0645 -5.5730 -11.9606  0.0889
H -8.7856 -4.5523 -12.4575  0.0763
H -8.7168 -5.4147 -10.8742  0.0597
H -8.6476 -7.5595 -11.9868  0.1157
H -8.1477 -7.7586 -14.4417  0.0729
H -8.3135 -6.0356 -14.6219  0.0857
H -9.7405 -6.9585 -14.2014  0.0836
H -6.6320 -5.7858 -12.7935  0.0577
C -3.9588 -14.0655 -15.5707  -0.0516
C -4.3841 -12.6128 -15.5934  -0.4666
C -5.8711 -12.4568 -15.3869  -0.0553
O -3.7244 -12.0430 -14.4512  -0.1000
H -4.0418 -14.4800 -14.5695  0.0801
H -2.9085 -14.1334 -15.8668  0.0800
H -4.5272 -14.6390 -16.3061  0.0820
H -4.0132 -12.1493 -16.5097  0.1201
H -6.4896 -12.7959 -16.2215  0.0847
H -6.0928 -11.3895 -15.2661  0.0685
H -6.2169 -12.9336 -14.4743  0.0694
H -3.7806 -11.0695 -14.4916  0.0517
C -1.7486 -5.2456 -6.6077  -0.0555
C -1.9460 -6.7264 -6.7947  -0.5162
C -1.3641 -7.5280 -5.6228  -0.0506
O -3.3159 -7.0152 -7.0178  -0.0784
H -2.0095 -4.9338 -5.5927  0.0841
H -2.3157 -4.6927 -7.3572  0.0723
H -0.6970 -4.9627 -6.7027  0.0727
H -1.4045 -7.0948 -7.6842  0.1112
H -1.1748 -8.5585 -5.9341  0.0700
H -1.9480 -7.3768 -4.7198  0.0852
H -0.3359 -7.1750 -5.4666  0.0797
H -3.3892 -7.9924 -7.0241  0.0347
C -8.1541 -12.2998 -10.8726  -0.0483
C -7.5992 -11.2549 -11.8113  -0.4649
C -6.1361 -11.3907 -12.1036  -0.0515
O -8.3457 -11.3934 -13.0460  -0.0543
H -7.8675 -13.3017 -11.1946  0.0888
H -9.2415 -12.2383 -10.8894  0.0857
H -7.7929 -12.1269 -9.8571  0.0525
H -7.8561 -10.2601 -11.4273  0.1035
H -5.5689 -11.2694 -11.1637  0.0736
H -5.7439 -10.6888 -12.8365  0.0670
H -5.7663 -12.3662 -12.4277  0.0662
H -8.3948 -10.5433 -13.4900  0.0760
C -3.7526 -9.3666 -17.2003  -0.0531
C -3.9780 -8.4778 -16.0114  -0.4723
C -5.0779 -7.4647 -16.2214  -0.0358
O -4.2987 -9.3196 -14.8845  -0.0856
H -4.6517 -9.9221 -17.4973  0.0857
H -2.9901 -10.1315 -17.0501  0.0743
H -3.4869 -8.7513 -18.0650  0.0885
H -3.0003 -8.0305 -15.7963  0.1084
H -4.7454 -6.6670 -16.8882  0.0808
H -5.4215 -7.0526 -15.2710  0.0721
H -5.9416 -7.9488 -16.6859  0.0862
H -4.5319 -8.7348 -14.1404  0.0530
C 1.0624 -4.1981 -9.7340  -0.0389
C 0.1102 -4.3086 -10.9458  -0.4391
C -1.2633 -4.8046 -10.5273  -0.0474
O -0.0199 -2.9846 -11.5321  -0.0749
H 0.6869 -4.7866 -8.8898  0.0557
H 1.2232 -3.1806 -9.3851  0.0774
H 2.0440 -4.6320 -9.9458  0.0688
H 0.6020 -4.8549 -11.7459  0.1213
H -1.8259 -4.9948 -11.4363  0.0456
H -1.7764 -4.0593 -9.9155  0.0847
H -1.1791 -5.7178 -9.9360  0.0686
H -0.5749 -2.4524 -10.9530  0.0737

Output
E (Eh): -2720.751587
F_max (eV/Å): 2.088
ΔE to the lowest compared entry with this formula, charge and spin (eV): 1.027
Frontier orbital gap (eV): 9.955
HOMO (eV): -9.61
LUMO level (Ha): 0.01286



The following is a quantum chemistry calculation of 14 unconnected molecules or ions with the total composition C42H112O14 at a distorted geometry, from the OMol25 dataset.

Last column: Löwdin charge in e.
CARTESIAN COORDINATES (ANGSTROEM)
C -5.2837 8.0552 2.3145  -0.0674
C -4.4131 7.4070 3.3569  -0.5029
C -4.7566 5.9422 3.5683  -0.0702
O -3.0612 7.4056 2.9350  -0.0544
H -4.9699 9.0612 2.0357  0.0802
H -6.2900 8.0688 2.7332  0.0789
H -5.3546 7.5388 1.3572  0.0791
H -4.5185 7.8959 4.3255  0.1398
H -5.8128 5.7554 3.7624  0.0778
H -4.1332 5.5068 4.3492  0.0811
H -4.4932 5.3592 2.6858  0.0763
H -3.0054 6.8350 2.1649  0.0798
C 0.7957 -0.8761 -8.5363  -0.0998
C 0.0135 -0.0088 -7.6716  -0.5104
C 1.0099 0.9438 -6.9780  -0.0612
O -1.0144 0.7483 -8.3293  -0.0398
H 0.1834 -1.5643 -9.1189  0.0826
H 1.4889 -1.5181 -7.9928  0.0930
H 1.3011 -0.3283 -9.3317  0.0862
H -0.4570 -0.6379 -6.9160  0.1387
H 0.3723 1.6145 -6.4020  0.0735
H 1.6814 1.4326 -7.6839  0.0790
H 1.6370 0.5118 -6.1982  0.0747
H -0.6955 1.0341 -9.1885  0.0836
C -7.4762 -2.8829 -1.0692  -0.0592
C -8.9879 -2.6523 -0.6511  -0.4539
C -9.6308 -1.5391 -1.5551  -0.0534
O -9.6173 -3.9381 -0.7478  -0.0549
H -7.5022 -3.2032 -2.1108  0.0718
H -6.9785 -3.6115 -0.4293  0.0681
H -6.8573 -1.9857 -1.0772  0.0632
H -9.0310 -2.3109 0.3831  0.1207
H -9.6217 -1.9062 -2.5814  0.0701
H -9.0586 -0.6115 -1.5401  0.0735
H -10.6929 -1.4908 -1.3150  0.0711
H -9.7709 -4.1341 0.1794  0.0833
C 6.3317 -5.8693 -2.7278  -0.0558
C 5.1320 -5.6248 -3.6393  -0.5098
C 5.4514 -4.9019 -4.9325  -0.0698
O 4.5937 -6.8594 -4.0541  -0.0456
H 7.1164 -6.4416 -3.2225  0.0806
H 6.0145 -6.5185 -1.9117  0.0727
H 6.7640 -4.9705 -2.2881  0.0762
H 4.4218 -5.0150 -3.0808  0.1335
H 6.0156 -4.0177 -4.6361  0.0723
H 4.5752 -4.6312 -5.5217  0.0752
H 6.1250 -5.4188 -5.6161  0.0808
H 3.6546 -6.8233 -3.8583  0.0883
C 7.7371 2.6224 -0.9536  -0.0451
C 6.2854 2.5425 -1.5320  -0.4969
C 6.1563 1.3932 -2.4702  -0.0782
O 5.3501 2.4743 -0.4633  -0.0475
H 7.9874 3.6776 -0.8439  0.0667
H 8.5128 2.1952 -1.5890  0.0704
H 7.8815 2.1954 0.0388  0.0741
H 6.1187 3.4698 -2.0801  0.1277
H 6.3737 0.4176 -2.0353  0.0911
H 6.8304 1.4615 -3.3240  0.0787
H 5.2192 1.5503 -3.0044  0.0785
H 4.4816 2.3804 -0.8614  0.0807
C 2.1578 4.6522 3.8830  -0.0671
C 3.5688 5.1362 4.1496  -0.5075
C 3.7110 5.7357 5.5563  -0.0502
O 4.3576 3.9943 4.0207  -0.0536
H 2.0875 4.0945 2.9491  0.0731
H 1.4625 5.4875 3.7997  0.0755
H 1.6547 4.0074 4.6035  0.0789
H 3.9402 5.8712 3.4354  0.1344
H 3.4732 4.9788 6.3037  0.0784
H 3.0103 6.5616 5.6780  0.0771
H 4.6957 6.1346 5.8001  0.0747
H 4.3944 3.7830 3.0850  0.0873
C -8.4960 0.8495 5.7516  -0.0716
C -8.3485 -0.0035 4.5117  -0.5059
C -6.9929 0.2840 3.8232  -0.0612
O -8.3829 -1.3545 4.9111  -0.0496
H -8.3330 1.8843 5.4505  0.0831
H -7.7331 0.5685 6.4776  0.0785
H -9.4547 0.6411 6.2266  0.0838
H -9.1345 0.2899 3.8159  0.1360
H -6.1927 0.3029 4.5631  0.0754
H -7.0016 1.2453 3.3095  0.0727
H -6.7502 -0.4716 3.0760  0.0724
H -7.7720 -1.4675 5.6429  0.0861
C -1.7725 -7.2637 -5.2135  -0.0772
C -0.8477 -6.3073 -4.5037  -0.5174
C -1.5906 -5.1612 -3.8432  -0.0603
O -0.1533 -7.0878 -3.5723  -0.0448
H -2.4961 -7.7220 -4.5393  0.0830
H -1.2683 -8.1332 -5.6351  0.0803
H -2.2495 -6.8908 -6.1199  0.0810
H -0.1776 -5.9031 -5.2624  0.1390
H -2.1958 -4.6640 -4.6013  0.0750
H -0.9231 -4.3679 -3.5069  0.0758
H -2.3410 -5.4245 -3.0978  0.0821
H -0.8346 -7.5829 -3.1115  0.0846
C -1.0785 7.9644 -1.9689  -0.0601
C -0.2400 6.6822 -1.7464  -0.4452
C 1.1687 7.0113 -1.1694  -0.0553
O -0.9289 5.7494 -0.8631  -0.0700
H -0.5253 8.6740 -2.5842  0.0740
H -1.3643 8.5203 -1.0759  0.0790
H -1.9680 7.6494 -2.5143  0.0692
H -0.1141 6.1899 -2.7108  0.1243
H 1.1221 7.4812 -0.1871  0.0766
H 1.7424 7.7036 -1.7857  0.0728
H 1.7878 6.1209 -1.0599  0.0679
H -1.7596 5.5279 -1.2902  0.0703
C 7.6205 -4.1526 3.1488  -0.0582
C 7.0030 -2.9104 3.6899  -0.5087
C 6.2032 -2.0933 2.6613  -0.0591
O 6.0509 -3.2588 4.6820  -0.0542
H 6.8462 -4.9068 3.0085  0.0776
H 8.3914 -4.5915 3.7821  0.0810
H 8.1345 -3.9033 2.2204  0.0814
H 7.8001 -2.2614 4.0528  0.1325
H 5.2873 -2.6268 2.4073  0.0800
H 6.8158 -1.8858 1.7839  0.0706
H 5.9422 -1.0868 2.9885  0.0734
H 5.7141 -2.4747 5.1217  0.0867
C 1.4771 -0.9881 6.0548  -0.0520
C 2.2705 -0.1974 7.1423  -0.4996
C 2.3036 -0.9576 8.4911  -0.0518
O 3.5851 0.1217 6.7676  -0.0447
H 0.4050 -1.0281 6.2471  0.0706
H 1.7558 -2.0381 5.9653  0.0728
H 1.5968 -0.5613 5.0590  0.0653
H 1.7785 0.7521 7.3532  0.1247
H 1.2921 -1.1595 8.8435  0.0769
H 2.8784 -0.3145 9.1575  0.0766
H 2.8067 -1.9138 8.3477  0.0774
H 3.4459 0.7680 6.0716  0.0847
C 0.8597 -0.6737 -0.3870  -0.0726
C -0.1914 0.3639 -0.7052  -0.5010
C -1.3107 0.5110 0.3674  -0.0453
O 0.5348 1.5570 -0.9003  -0.0435
H 0.5685 -1.6861 -0.1068  0.0780
H 1.5338 -0.3446 0.4038  0.0803
H 1.4698 -0.8197 -1.2783  0.0754
H -0.6375 -0.0420 -1.6131  0.1231
H -1.6855 -0.4740 0.6455  0.0758
H -2.0638 1.2600 0.1226  0.0715
H -0.8595 0.8639 1.2948  0.0746
H -0.0459 2.3120 -0.7801  0.0810
C -5.4046 2.4257 -4.0457  -0.0913
C -4.6349 3.6639 -4.2949  -0.5124
C -5.1162 4.3983 -5.5655  -0.0476
O -4.7974 4.4431 -3.1353  -0.0546
H -5.3242 1.7132 -4.8666  0.0787
H -6.4913 2.4649 -3.9706  0.0857
H -4.9890 1.8519 -3.2174  0.0820
H -3.5860 3.3875 -4.4018  0.1406
H -6.1733 4.6598 -5.5185  0.0763
H -5.0977 3.7144 -6.4140  0.0783
H -4.5085 5.2952 -5.6858  0.0783
H -5.7091 4.7395 -3.0852  0.0879
C 2.8113 -6.6428 1.6025  -0.0658
C 3.0631 -7.4822 2.8525  -0.5079
C 4.1304 -8.5428 2.5609  -0.0643
O 3.4280 -6.7291 3.9739  -0.0345
H 3.6876 -6.1449 1.1874  0.0706
H 2.1439 -5.8235 1.8698  0.0761
H 2.3837 -7.2396 0.7969  0.0796
H 2.1404 -8.0359 3.0262  0.1322
H 3.6977 -9.3605 1.9844  0.0772
H 4.6580 -8.9477 3.4244  0.0753
H 4.9451 -8.0545 2.0263  0.0691
H 4.1235 -6.0894 3.8049  0.0871

Output
E (Eh): -2720.594220
F_max (eV/Å): 2.911
ΔE to the lowest compared entry with this formula, charge and spin (eV): 5.309
Frontier orbital gap (eV): 9.907
HOMO (eV): -9.93
LUMO level (Ha): -0.00081



Q: Which of these has the lowest LUMO level?
A: number 2